[1]
The following is a DFT calculation (ωB97M-V with the def2-TZVPD basis set) of a molecular structure, C19H14IN3O3Pt.

Calculated values
* charge: 0
* M: 654.32 g/mol
* ΔE to the lowest compared entry with this formula, charge and spin: 90.8 kJ/mol
* frontier orbital gap (alpha / beta): 6.95 / 6.95 eV
* highest occupied orbital energy (alpha / beta): -7.790 / -7.789 eV
* E_tot: -1539.38625 Eh

Positions of all 41 atoms, in Å:
Pt1 0.98 -0.27 -1.27
I1 -1.09 -3.46 3.00
O1 2.77 3.89 -0.71
O2 1.43 1.65 -0.64
O3 0.26 -1.92 -2.09
N1 -0.88 1.89 -0.62
N2 -0.91 0.61 -1.08
N3 1.75 -1.33 0.57
C1 2.69 -2.25 0.30
C2 -0.90 -2.38 -1.67
C3 -1.14 -3.76 -1.85
C4 0.75 6.31 1.06
C5 -3.11 -2.26 -0.64
C6 -2.30 -4.36 -1.43
C7 0.71 -1.69 1.33
C8 1.50 -3.94 1.50
C9 1.80 5.72 0.39
C10 -1.86 -0.19 -0.77
C11 0.49 3.71 0.09
C12 0.56 -2.98 1.81
C13 -0.57 4.33 0.76
C14 2.59 -3.56 0.73
C15 -0.45 5.62 1.25
C16 1.69 4.41 -0.09
C17 -3.30 -3.61 -0.81
C18 0.33 2.34 -0.42
C19 -1.93 -1.60 -1.07
H1 -1.27 6.08 1.78
H2 0.85 7.32 1.43
H3 2.60 2.94 -0.85
H4 -1.49 3.78 0.88
H5 1.40 -4.96 1.85
H6 -3.88 -1.66 -0.17
H7 -4.21 -4.07 -0.45
H8 -0.01 -0.92 1.56
H9 -2.69 0.24 -0.20
H10 -0.35 -4.33 -2.31
H11 2.73 6.24 0.23
H12 -2.45 -5.42 -1.58
H13 3.36 -4.28 0.47
H14 3.54 -1.90 -0.26

Electronic structure analysis, Löwdin charges in units of e: Pt 1.169; I 0.897; O 0.070; O -0.225; O -0.250; N 0.070; N -0.128; N -0.047; C -0.132; C -0.355; C -0.022; C -0.083; C -0.063; C -0.079; C -0.217; C -0.118; C -0.014; C -0.078; C -0.087; C -0.701; C -0.034; C -0.043; C -0.094; C -0.261; C -0.107; C -0.413; C -0.155; H 0.098; H 0.103; H 0.075; H 0.107; H 0.102; H 0.111; H 0.100; H 0.105; H 0.135; H 0.116; H 0.117; H 0.105; H 0.112; H 0.112

[2]
The following is a DFT calculation (ωB97M-V with the def2-TZVPD basis set) of C4H9NO2 in the gas phase.

Calculated values
* charge: 0
* M: 103.12 g/mol
* ΔE to the lowest compared entry with this formula, charge and spin: 101.0 kJ/mol
* frontier orbital gap: 10.63 eV
* highest occupied orbital energy: -9.744 eV
* SMILES: [H]/N=C(/O)OCCC
* E_tot: -363.04705 Eh

Positions of all 16 atoms, in Å:
O1 -0.07 -0.68 1.32
O2 -2.04 0.33 0.88
N1 -2.08 -1.61 2.03
C1 0.56 0.32 0.49
C2 0.66 -0.12 -0.96
C3 -1.40 -0.72 1.44
C4 1.46 0.89 -1.79
H1 1.56 0.44 0.91
H2 1.13 -1.11 -1.01
H3 -0.35 -0.23 -1.38
H4 1.55 0.55 -2.82
H5 0.98 1.87 -1.79
H6 -2.97 0.14 1.08
H7 0.03 1.27 0.58
H8 2.47 1.01 -1.38
H9 -1.50 -2.35 2.41

Electronic structure analysis, Löwdin charges in units of e: O 0.006; O 0.079; N 0.141; C -0.187; C -0.234; C -0.586; C -0.110; H 0.131; H 0.117; H 0.113; H 0.072; H 0.077; H 0.126; H 0.126; H 0.074; H 0.055